*A*
{
  "formula": "C18H42BF4N4O5",
  "method": "ωB97M-V with the def2-TZVPD basis set",
  "multiplicity": 1,
  "total_charge": -1,
  "molar_mass_g_mol": 481.361,
  "elements": ["C", "H", "H", "H", "H", "C", "H", "O", "C", "C", "H", "O", "C", "O", "H", "H", "F", "H", "H", "H", "H", "H", "H", "H", "C", "N", "O", "H", "C", "H", "C", "H", "C", "H", "H", "C", "H", "N", "H", "H", "H", "H", "H", "H", "H", "C", "C", "H", "C", "C", "F", "O", "C", "N", "H", "B", "H", "H", "H", "C", "H", "F", "C", "H", "H", "H", "H", "H", "H", "C", "H", "F", "H", "N"],
  "xyz": [[-80.53, 36.93, -28.60], [-84.32, 30.53, -30.88], [-85.77, 37.27, -19.31], [-79.09, 30.14, -26.70], [-81.35, 30.46, -25.41], [-79.33, 30.75, -25.72], [-83.09, 32.85, -29.67], [-80.92, 32.36, -26.53], [-84.08, 31.09, -28.86], [-84.28, 29.88, -24.78], [-82.70, 38.70, -23.21], [-86.46, 35.12, -24.02], [-81.31, 35.69, -28.17], [-84.81, 30.44, -30.04], [-82.74, 33.45, -19.42], [-81.63, 32.76, -26.24], [-82.97, 33.92, -25.45], [-83.74, 31.44, -23.33], [-86.59, 32.91, -25.94], [-87.14, 34.03, -27.26], [-78.91, 29.94, -24.90], [-82.00, 39.68, -24.68], [-84.88, 32.11, -24.67], [-78.64, 31.55, -26.03], [-81.83, 39.02, -23.65], [-79.95, 37.87, -28.82], [-82.58, 32.29, -21.08], [-85.84, 38.51, -22.02], [-87.25, 35.02, -25.19], [-86.69, 38.40, -19.89], [-83.88, 32.59, -29.07], [-85.62, 34.05, -26.36], [-80.79, 39.43, -22.73], [-84.78, 32.92, -29.59], [-79.14, 34.24, -23.63], [-78.23, 34.31, -24.26], [-77.68, 35.33, -24.29], [-84.06, 28.96, -25.49], [-82.94, 30.67, -28.73], [-81.81, 35.90, -27.37], [-85.64, 31.05, -23.44], [-78.58, 34.06, -25.38], [-82.30, 33.02, -21.60], [-80.66, 34.84, -27.91], [-85.57, 35.13, -24.29], [-85.77, 38.08, -20.06], [-85.40, 37.67, -21.43], [-84.76, 31.06, -28.10], [-83.39, 32.80, -20.06], [-84.62, 33.57, -20.64], [-83.67, 35.39, -23.89], [-84.06, 37.29, -21.57], [-84.64, 31.28, -24.01], [-80.00, 39.79, -21.96], [-81.30, 38.13, -24.00], [-82.59, 34.62, -24.33], [-85.36, 32.75, -21.11], [-87.25, 36.05, -25.65], [-83.98, 36.74, -22.28], [-77.25, 33.19, -23.98], [-82.08, 35.34, -28.82], [-81.50, 35.45, -24.56], [-80.62, 31.35, -25.44], [-85.21, 38.83, -19.72], [-85.18, 34.16, -20.03], [-85.84, 36.75, -21.83], [-88.23, 34.61, -24.68], [-80.69, 31.90, -24.45], [-83.92, 33.28, -28.16], [-86.69, 33.93, -26.17], [-84.37, 34.29, -21.50], [-82.30, 33.71, -23.30], [-83.86, 32.02, -19.47], [-76.44, 32.36, -23.77]]
}

=====

*B*
{
  "formula": "C18H42BF4N4O5",
  "method": "ωB97M-V with the def2-TZVPD basis set",
  "multiplicity": 1,
  "total_charge": -1,
  "molar_mass_g_mol": 481.361,
  "elements": ["F", "C", "N", "H", "N", "H", "H", "O", "O", "C", "H", "H", "H", "O", "H", "C", "O", "C", "C", "H", "H", "C", "H", "N", "C", "H", "H", "H", "H", "C", "N", "H", "C", "H", "H", "F", "C", "H", "O", "C", "H", "C", "H", "H", "C", "C", "H", "H", "H", "H", "H", "H", "C", "H", "H", "C", "C", "C", "H", "H", "H", "F", "H", "H", "H", "H", "F", "H", "H", "H", "H", "B", "H", "H"],
  "xyz": [[-0.99, -1.24, -0.50], [-0.15, 3.37, -3.43], [-0.76, 2.23, -5.86], [0.88, -3.52, 0.55], [-0.25, -3.30, -4.18], [-1.18, -2.77, 3.09], [-1.61, 5.89, 1.36], [3.55, -1.98, 0.66], [-1.04, 3.34, 0.25], [-0.05, -2.22, -3.94], [5.64, -4.27, -0.11], [3.35, 0.71, -0.38], [-1.13, 2.40, 0.11], [2.32, 1.43, -1.87], [-2.84, 5.47, 0.14], [4.27, -2.69, -0.36], [-2.13, -0.95, 2.94], [-2.51, 5.28, 1.03], [1.42, 2.80, 4.39], [-0.60, 4.28, -3.11], [0.90, 3.63, -3.51], [0.46, -4.14, -0.49], [-2.11, 3.28, 1.95], [2.12, -6.02, -1.39], [-4.72, -0.81, 0.31], [0.86, 1.64, 2.84], [-0.21, -0.39, -2.83], [-2.31, -2.77, 1.57], [2.63, 2.08, 0.17], [4.91, -3.81, 0.40], [1.51, 3.87, 4.75], [3.54, -2.88, -1.29], [-0.46, 2.69, -4.88], [-3.25, 3.19, 0.61], [-3.89, 0.82, 1.14], [1.22, -1.16, -0.43], [1.26, 1.45, 3.87], [-0.14, 0.07, -4.46], [-3.19, 0.68, -0.67], [1.41, -5.21, -0.97], [3.94, -4.53, 0.47], [3.15, 1.60, -0.74], [-0.46, 2.74, -2.62], [5.19, 2.60, -0.63], [4.26, 2.56, -1.06], [-2.18, -2.41, 2.59], [5.20, -2.03, -0.90], [2.83, -1.59, 0.39], [-1.53, -0.49, 2.38], [3.94, 3.64, -1.07], [-3.23, -4.13, 3.15], [-5.13, 1.30, -0.07], [-3.40, -3.09, 3.20], [-2.39, 0.20, -0.56], [1.38, 1.37, -1.46], [-2.26, 3.69, 0.95], [0.15, -0.73, -3.77], [-4.23, 0.60, 0.22], [2.17, 0.92, 3.89], [4.78, 2.41, -2.00], [0.35, 0.96, 4.34], [0.01, 0.86, -0.68], [5.32, -3.65, 1.29], [-0.39, -4.54, -0.28], [-3.31, 5.30, 1.50], [0.29, -3.27, -1.16], [-0.01, -0.37, 1.31], [-5.39, -0.90, 1.26], [1.28, -0.70, -3.98], [-5.27, -1.07, -0.69], [-4.07, -1.51, 0.41], [0.09, -0.45, -0.12], [-4.27, -2.78, 2.68], [-3.54, -2.97, 4.31]]
}

=====

Relative to the most stable one, in eV, the structures come out at *A* 0.000; *B* 1.619.

=====

*A*
{
  "formula": "CH6OS",
  "method": "ωB97M-V with the def2-TZVPD basis set",
  "multiplicity": 1,
  "smiles": "CO.S",
  "total_charge": 0,
  "molar_mass_g_mol": 66.125,
  "elements": ["H", "H", "H", "O", "H", "C", "S", "H", "H"],
  "xyz": [[3.14, -3.17, 0.55], [3.05, -1.04, 1.58], [2.23, -1.98, 2.96], [2.79, -3.15, 1.45], [-2.84, 3.12, -2.68], [2.39, -1.85, 1.90], [-2.66, 2.39, -1.58], [-1.37, 2.71, -1.41], [1.44, -1.68, 1.39]]
}

=====

*B*
{
  "formula": "CH6OS",
  "method": "ωB97M-V with the def2-TZVPD basis set",
  "multiplicity": 1,
  "smiles": "CO.S",
  "total_charge": 0,
  "molar_mass_g_mol": 66.125,
  "elements": ["S", "C", "O", "H", "H", "H", "H", "H", "H"],
  "xyz": [[3.20, 0.17, -2.17], [-3.10, 0.49, 2.39], [-3.16, -0.86, 2.05], [-4.13, 0.90, 2.37], [-2.82, -0.71, 1.16], [2.34, 0.11, -3.21], [-2.66, 0.52, 3.42], [-2.59, 1.19, 1.74], [2.48, -0.85, -1.56]]
}

=====

*C*
{
  "formula": "CH6OS",
  "method": "ωB97M-V with the def2-TZVPD basis set",
  "multiplicity": 1,
  "smiles": "CS.O",
  "total_charge": 0,
  "molar_mass_g_mol": 66.125,
  "elements": ["H", "H", "H", "H", "C", "S", "O", "H", "H"],
  "xyz": [[1.59, 0.51, -0.15], [-0.85, -0.39, -0.60], [-1.30, 3.11, 0.48], [2.18, -1.15, 0.31], [1.28, -0.54, 0.15], [0.05, -1.44, -0.89], [-1.15, 2.71, 1.30], [-1.88, 3.00, 1.83], [0.97, -0.44, 1.13]]
}

=====

Relative to the most stable one, in eV, the structures come out at *A* 0.227; *B* 0.517; *C* 0.000.

=====

*A*
{
  "formula": "C14H23N3O2S",
  "method": "ωB97M-V with the def2-TZVPD basis set",
  "multiplicity": 1,
  "smiles": "CCCCCCC[C@@H]1C[C@H](CSc2ncn[nH]2)OC1=O",
  "total_charge": 0,
  "molar_mass_g_mol": 297.424,
  "elements": ["H", "H", "H", "H", "C", "C", "H", "H", "H", "H", "N", "H", "H", "C", "H", "C", "H", "C", "C", "H", "N", "O", "H", "S", "H", "H", "H", "H", "H", "H", "N", "H", "O", "C", "H", "C", "C", "C", "H", "C", "C", "C", "C"],
  "xyz": [[0.37, 0.41, -2.66], [3.65, -1.94, 3.74], [2.14, -2.73, 1.92], [2.60, -2.71, 4.93], [0.04, -1.12, 0.80], [-1.03, 4.44, -2.76], [4.09, -4.17, 2.69], [3.05, -4.94, 3.89], [4.55, -4.16, 4.40], [-2.67, 1.83, -0.81], [-0.40, 5.97, -4.19], [0.17, 6.13, -2.22], [-3.16, 2.73, -2.27], [-0.24, -1.23, 2.30], [-0.88, -2.09, 2.49], [1.03, -1.33, 3.14], [1.09, -3.48, 3.12], [-1.26, -0.95, 0.01], [-1.64, 1.23, -2.63], [-0.36, -1.65, -1.81], [-1.54, 4.07, -3.92], [-3.05, -1.88, -2.28], [-1.38, 1.70, -3.58], [-1.19, 3.61, -1.25], [0.70, -0.28, 0.61], [1.70, -0.50, 2.90], [0.75, -1.24, 4.19], [-0.79, -0.34, 2.61], [-0.09, 1.13, -1.11], [-1.38, 5.04, -5.80], [-0.34, 5.59, -2.91], [0.54, -2.03, 0.45], [-2.60, 0.21, -2.90], [-1.00, -0.82, -1.50], [-1.79, -0.06, 0.37], [-2.32, 2.28, -1.74], [-1.13, 5.04, -4.76], [1.77, -2.65, 2.95], [-1.90, -1.81, 0.17], [2.96, -2.78, 3.90], [-2.33, -0.93, -2.25], [3.71, -4.09, 3.71], [-0.45, 0.53, -1.95]]
}

=====

*B*
{
  "formula": "C14H23N3O2S",
  "method": "ωB97M-V with the def2-TZVPD basis set",
  "multiplicity": 1,
  "total_charge": 0,
  "molar_mass_g_mol": 297.424,
  "elements": ["C", "H", "C", "C", "H", "H", "C", "H", "N", "C", "H", "C", "O", "H", "H", "H", "O", "H", "S", "C", "H", "H", "N", "H", "C", "H", "H", "C", "H", "C", "H", "C", "H", "C", "H", "H", "N", "H", "H", "H", "C", "C", "H"],
  "xyz": [[-3.55, -1.15, 2.89], [0.64, -0.61, -0.73], [-0.47, 2.66, -0.45], [4.02, -0.54, 0.51], [2.41, 3.14, 0.52], [0.12, 0.28, -2.72], [-3.26, -1.44, 0.29], [-1.81, -1.05, 1.67], [2.95, -1.02, -0.10], [-0.43, -0.40, -0.79], [1.90, 1.83, 2.45], [-2.69, -0.82, 1.52], [0.36, 3.06, 0.68], [-1.32, 0.91, -2.21], [-1.15, -1.92, -2.22], [0.26, 2.91, -2.41], [-1.55, 2.84, -0.30], [3.03, -2.61, -1.32], [3.85, 1.02, 1.55], [0.30, 2.06, -1.67], [-1.07, -2.28, -0.50], [-0.74, 0.14, -0.05], [4.83, -2.09, -0.42], [5.94, -0.80, 0.75], [-2.75, -1.14, -1.05], [2.21, 0.94, -1.12], [-3.27, -2.60, 0.27], [1.71, 1.99, -0.90], [-3.34, -1.38, -1.78], [1.65, 2.54, 0.28], [-2.97, -0.09, -1.13], [-1.30, -1.65, -1.32], [-4.78, -0.78, 2.95], [-0.42, 0.59, -1.80], [-3.27, -0.68, 3.69], [2.43, 2.73, -1.92], [5.08, -1.08, 0.16], [1.62, 0.42, 1.09], [-3.49, -2.30, 3.15], [-3.00, 0.40, 1.45], [2.15, 1.20, 1.30], [3.68, -1.92, -0.83], [-4.50, -1.31, 0.54]]
}

=====

Relative to the most stable one, in eV, the structures come out at *A* 0.000; *B* 14.752.